# 1
Here is a cluster of 2 separate species, C3H9O3 in total from the Open Molecules 2025 dataset. Energies are from the ωB97M-V functional and the def2-TZVPD basis.

ORCA input file:
```
! wB97M-V def2-TZVPD RIJCOSX def2/J DEFGRID3
* xyz -1 1
C -0.756 0.662 0.465
O -1.453 -0.473 0.192
C 0.647 0.324 1.059
C 1.596 0.025 -0.072
O 3.034 0.082 0.358
H -0.621 1.354 -0.402
H -1.234 1.386 1.173
H 0.446 -0.622 1.564
H 1.003 1.126 1.702
H 1.510 -0.963 -0.508
H 1.676 0.790 -0.839
H 3.096 -0.404 1.203
H -2.294 -1.163 -2.135
H -2.334 -0.437 -0.856
O -2.882 -0.506 -1.771
*
```

The value obtained for the frontier orbital gap is 7.26 eV. The LUMO energy comes out at 0.137 Ha. As for the energy above the lowest of the compared OMol25 structures with the same formula, charge and spin: 11.9 kcal/mol. The HOMO energy comes out at -3.5 eV.

***

# 2
Here is a cluster of 5 separate species, C19H31Cl8N2O4P2S in total from the Open Molecules 2025 dataset. Energies are from the ωB97M-V functional and the def2-TZVPD basis.

ORCA input file:
```
! wB97M-V def2-TZVPD RIJCOSX def2/J DEFGRID3
* xyz 1 1
C -0.312 3.281 2.946
O -0.267 4.614 2.522
C -0.614 4.806 1.165
C 0.539 4.344 0.251
C 0.179 3.392 -0.894
N 0.427 1.968 -0.627
C 1.570 1.381 -0.109
P 3.140 2.189 0.352
S 3.708 3.566 -0.877
C 1.387 0.046 -0.049
N 0.120 -0.183 -0.591
P -0.405 -1.830 -0.756
O 0.791 -2.645 -0.573
O -1.051 -2.037 -2.172
O -1.519 -2.163 0.309
C -0.429 0.999 -0.931
C -1.750 1.092 -1.603
C -2.865 1.837 -0.896
C -3.933 2.240 -1.697
C -5.007 2.924 -1.152
C -5.023 3.201 0.209
C -3.975 2.785 1.035
C -4.042 3.112 2.501
C -2.904 2.102 0.466
H 0.146 2.586 2.226
H 0.254 3.208 3.867
H -1.328 2.937 3.122
H -1.574 4.359 0.902
H -0.731 5.877 1.059
H 1.310 3.965 0.907
H 0.964 5.218 -0.225
H 0.698 3.700 -1.792
H -0.881 3.478 -1.110
H 2.926 2.623 1.673
H 4.023 1.105 0.467
H 2.057 -0.717 0.287
H -0.605 -1.489 -2.834
H -1.306 -1.704 1.134
H -1.569 1.604 -2.548
H -2.116 0.106 -1.868
H -3.942 2.021 -2.754
H -5.823 3.228 -1.783
H -5.851 3.733 0.645
H -5.069 3.323 2.773
H -3.494 4.032 2.691
H -3.690 2.309 3.137
H -2.091 1.761 1.097
C -3.038 -5.002 0.998
Cl -2.679 -6.184 2.261
Cl -4.771 -4.862 0.690
H -2.667 -4.039 1.315
H -2.547 -5.314 0.083
C 3.254 -3.648 -2.794
Cl 4.953 -4.064 -2.578
Cl 3.036 -1.976 -3.349
H 2.825 -4.314 -3.532
H 2.744 -3.752 -1.847
C 7.950 -4.620 -0.374
Cl 9.295 -3.727 0.343
Cl 8.358 -5.280 -1.962
H 7.690 -5.441 0.283
H 7.110 -3.945 -0.489
C 1.616 -6.388 0.338
Cl 0.917 -7.490 -0.850
Cl 3.199 -5.782 -0.176
H 0.950 -5.541 0.458
H 1.735 -6.915 1.277
*
```

The value obtained for the frontier orbital gap is 8.77 eV. The LUMO energy comes out at -0.125 Ha. The HOMO energy comes out at -12.2 eV.

***

# 3
Here is a structure of composition C25H70F6N17O18S2V from the Open Molecules 2025 dataset. Energies are from the ωB97M-V functional and the def2-TZVPD basis.

ORCA input file:
```
! wB97M-V def2-TZVPD RIJCOSX def2/J DEFGRID3
* xyz 1 2
O 1.987 2.686 2.999
V 0.832 3.243 2.005
C -2.125 0.174 2.937
F -2.532 1.258 3.435
F -2.410 -0.855 3.740
F -2.745 0.034 1.783
S -0.239 0.056 2.640
O 0.507 0.594 3.795
O 0.154 -1.309 2.266
N 0.048 1.358 1.353
S -0.100 0.567 -0.069
O -1.163 -0.429 -0.140
O -0.223 1.532 -1.163
C 1.695 -0.324 -0.224
F 1.621 -1.652 -0.325
F 2.240 0.038 -1.350
F 2.527 -0.050 0.723
C 3.357 3.427 -0.436
O 2.306 3.326 0.213
N 3.823 2.518 -1.199
N 4.233 4.378 -0.228
H 3.357 1.629 -1.314
H 4.686 2.836 -1.617
H 5.218 4.214 -0.381
H 3.934 5.125 0.383
C -1.110 3.685 4.832
O -0.680 3.206 3.764
N -0.755 4.904 5.258
N -2.034 3.116 5.610
H -0.120 5.401 4.650
H -1.290 5.170 6.073
H -2.376 3.699 6.360
H -2.216 2.129 5.491
C -2.045 4.137 0.152
O -0.994 4.191 0.765
N -2.353 3.534 -0.932
N -3.175 4.727 0.469
H -3.221 3.776 -1.388
H -1.604 2.918 -1.214
H -4.057 4.856 -0.006
H -2.990 5.405 1.194
C 3.162 0.423 -4.634
O 4.090 1.196 -4.703
N 3.232 -0.823 -5.042
N 2.011 0.735 -4.145
H 2.430 -1.428 -5.142
H 4.182 -1.159 -5.115
H 1.370 -0.037 -4.033
H 1.867 1.726 -4.016
C 2.757 0.114 6.595
O 2.761 -0.664 5.653
N 2.323 1.288 6.543
N 3.335 -0.175 7.721
H 2.493 2.052 7.181
H 1.794 1.459 5.699
H 3.805 -1.069 7.736
H 3.366 0.567 8.406
C -0.456 -4.818 -0.466
O -1.276 -5.723 -0.360
N 0.387 -4.704 -1.477
N -0.369 -3.778 0.336
H 0.587 -5.540 -2.008
H 0.704 -3.778 -1.728
H 0.461 -3.224 0.183
H -1.080 -3.822 1.051
C -0.671 -1.662 -3.380
O 0.301 -1.216 -2.858
N -0.671 -2.663 -4.204
N -1.915 -1.293 -3.299
H 0.114 -3.214 -4.523
H -1.520 -2.780 -4.739
H -1.978 -0.394 -2.844
H -2.617 -1.984 -3.522
C -0.798 -0.322 7.735
C -0.986 -1.449 6.750
O -0.134 -1.314 5.678
H -0.830 0.638 7.220
H 0.144 -0.333 8.282
H -1.671 -0.189 8.375
H -1.905 -1.490 6.165
H -0.869 -2.371 7.319
H 0.697 -0.922 5.956
C -5.922 -0.968 4.306
C -6.012 -2.196 5.172
O -5.143 -2.047 6.257
H -6.780 -0.882 3.639
H -4.991 -0.926 3.743
H -5.987 -0.093 4.952
H -5.899 -3.131 4.623
H -7.012 -2.248 5.603
H -4.628 -2.853 6.337
C -9.404 0.604 -4.640
O -9.363 0.510 -3.158
C -8.917 -0.830 -2.683
C -8.346 -0.582 -1.169
N -7.055 0.013 -1.378
C -6.262 0.074 -0.196
C -4.921 0.334 -0.684
O -4.364 -0.655 -1.471
C -4.062 -1.948 -0.930
H -8.413 0.294 -4.971
H -9.401 1.649 -4.951
H -10.062 -0.097 -5.154
H -8.162 -1.212 -3.369
H -9.855 -1.383 -2.743
H -8.277 -1.450 -0.514
H -9.129 0.013 -0.697
H -6.608 -0.539 -2.096
H -6.254 -0.840 0.396
H -6.575 0.892 0.454
H -4.436 0.545 0.269
H -4.807 1.263 -1.242
H -3.530 -2.498 -1.707
H -4.983 -2.461 -0.656
H -3.325 -1.922 -0.127
C 4.926 -1.562 -1.570
O 5.192 -2.462 -2.571
C 6.539 -2.498 -2.938
C 6.938 -1.203 -3.858
N 8.262 -1.311 -4.454
C 8.623 -0.037 -5.089
C 9.859 -0.268 -5.907
O 10.232 0.928 -6.634
C 10.560 0.756 -8.001
H 5.453 -1.942 -0.695
H 3.889 -1.755 -1.294
H 5.183 -0.538 -1.840
H 6.740 -3.439 -3.450
H 7.192 -2.555 -2.067
H 7.047 -0.302 -3.253
H 6.208 -0.992 -4.639
H 8.235 -2.006 -5.186
H 8.823 0.820 -4.446
H 7.750 0.262 -5.669
H 9.736 -1.224 -6.414
H 10.786 -0.510 -5.386
H 9.853 0.085 -8.487
H 11.583 0.462 -8.236
H 10.681 1.771 -8.381
*
```

The value obtained for the frontier orbital gap (alpha / beta) is 5.30 / 5.87 eV. The LUMO energy (alpha / beta) comes out at -0.180 / -0.159 Ha. The HOMO energy (alpha / beta) comes out at -10.2 / -10.2 eV.

***

# 4
Here is a structure of composition C23H39BrIN10O3SiV from the Open Molecules 2025 dataset. Energies are from the ωB97M-V functional and the def2-TZVPD basis.

ORCA input file:
```
! wB97M-V def2-TZVPD RIJCOSX def2/J DEFGRID3
* xyz -1 4
V 0.259 0.710 0.415
C 1.001 -2.109 2.221
C 2.041 -1.081 1.819
C 3.429 -1.447 2.331
O 2.006 -1.016 0.386
C 1.689 0.341 2.340
O 1.040 0.472 3.382
O 2.040 1.273 1.535
H 1.310 -3.100 1.882
H 0.031 -1.891 1.764
H 0.876 -2.109 3.302
H 3.744 -2.403 1.906
H 3.408 -1.529 3.418
H 4.155 -0.682 2.052
H 2.593 -0.287 0.110
N -1.227 0.848 -2.723
C -1.975 0.262 -1.722
N -3.233 -0.115 -1.883
N -3.590 -0.598 -0.676
N -2.610 -0.528 0.151
N -1.544 0.017 -0.485
C 0.148 0.959 -2.684
N 0.899 1.073 -3.768
N 2.157 1.173 -3.289
N 2.162 1.123 -2.006
N 0.886 0.992 -1.574
H -1.615 0.761 -3.648
I 0.710 4.306 -0.375
C -0.355 3.648 1.286
C -0.661 4.531 2.309
C -1.433 4.071 3.365
C -1.899 2.767 3.352
C -1.548 1.959 2.289
N -0.767 2.386 1.290
H -0.296 5.546 2.271
H -1.675 4.738 4.183
H -2.517 2.372 4.145
H -1.900 0.935 2.210
C 0.707 -5.851 -0.407
C 1.768 -5.414 -1.428
C 2.866 -4.701 -0.621
C 2.377 -6.677 -2.055
Si 1.062 -4.205 -2.759
Br -0.197 -2.761 -1.606
C -0.135 -5.064 -4.000
C 0.632 -5.794 -5.113
C -1.019 -6.093 -3.280
C -1.099 -4.061 -4.655
C 2.411 -3.134 -3.619
C 1.769 -2.290 -4.731
C 3.522 -3.988 -4.248
C 3.064 -2.132 -2.647
H 1.193 -6.480 0.348
H -0.098 -6.434 -0.848
H 0.263 -4.996 0.103
H 3.149 -5.334 0.228
H 2.528 -3.739 -0.228
H 3.765 -4.528 -1.211
H 2.844 -7.279 -1.267
H 3.148 -6.451 -2.793
H 1.625 -7.304 -2.537
H 1.361 -6.511 -4.728
H 1.159 -5.101 -5.770
H -0.080 -6.352 -5.732
H -0.453 -6.949 -2.909
H -1.761 -6.476 -3.988
H -1.560 -5.647 -2.443
H -0.591 -3.290 -5.231
H -1.727 -3.565 -3.914
H -1.755 -4.609 -5.340
H 1.405 -2.897 -5.561
H 2.521 -1.602 -5.128
H 0.949 -1.672 -4.357
H 3.148 -4.720 -4.966
H 4.106 -4.519 -3.495
H 4.213 -3.327 -4.783
H 2.330 -1.543 -2.095
H 3.667 -1.423 -3.224
H 3.720 -2.612 -1.924
*
```

The value obtained for the frontier orbital gap (alpha / beta) is 7.16 / 7.51 eV. The LUMO energy (alpha / beta) comes out at 0.083 / 0.082 Ha. As for the energy above the lowest of the compared OMol25 structures with the same formula, charge and spin: 24.8 kcal/mol. The HOMO energy (alpha / beta) comes out at -4.9 / -5.3 eV.

***

# 5
Here is a cluster of 2 separate species, C23H53NO3P2S in total from the Open Molecules 2025 dataset. Energies are from the ωB97M-V functional and the def2-TZVPD basis.

ORCA input file:
```
! wB97M-V def2-TZVPD RIJCOSX def2/J DEFGRID3
* xyz 0 1
C 8.391 -1.104 0.837
O 7.696 0.116 0.862
C 8.253 1.016 1.795
C 7.467 2.310 1.788
C 7.302 2.906 0.384
C 5.936 2.682 -0.254
C 4.744 3.198 0.543
C 3.419 2.933 -0.194
C 2.794 1.555 0.149
C 1.271 1.570 0.330
P 0.578 1.154 2.066
C 2.025 2.010 3.024
C -0.502 2.741 2.302
C 0.108 4.064 1.975
O -0.269 5.125 2.475
C -0.926 0.137 1.328
C -1.744 0.539 0.093
C -1.523 -0.470 -1.059
O -1.632 1.870 -0.401
P 1.788 -0.877 2.025
S 1.134 -2.138 3.417
H 9.380 -0.991 0.387
H 8.511 -1.514 1.843
H 7.807 -1.810 0.257
H 9.311 1.203 1.581
H 8.192 0.569 2.794
H 6.511 2.123 2.268
H 8.012 3.014 2.417
H 7.545 3.967 0.372
H 8.040 2.425 -0.260
H 5.783 1.624 -0.475
H 5.922 3.192 -1.220
H 4.700 2.722 1.520
H 4.854 4.266 0.740
H 2.708 3.739 -0.031
H 3.649 2.948 -1.261
H 3.325 1.186 1.021
H 3.071 0.882 -0.663
H 0.896 0.764 -0.312
H 0.862 2.478 -0.110
H 0.143 0.669 3.358
H 2.686 1.247 3.442
H 2.658 2.711 2.475
H 1.621 2.539 3.886
H -0.657 2.787 3.383
H -1.502 2.650 1.886
H 0.951 4.125 1.265
H -0.551 -0.870 1.136
H -1.606 -0.006 2.167
H -2.802 0.437 0.349
H -0.510 -0.864 -1.054
H -1.772 -0.022 -2.021
H -2.184 -1.328 -0.911
H -0.914 1.900 -1.028
H 3.183 -0.721 2.167
H 1.677 -1.509 0.758
C -7.740 -3.847 -4.178
C -6.990 -4.705 -3.159
C -6.616 -4.045 -1.840
N -5.619 -2.911 -1.907
C -4.566 -3.151 -2.934
C -6.327 -1.593 -2.158
C -6.695 -1.078 -0.783
C -5.453 -1.414 0.037
C -4.944 -2.732 -0.540
H -7.159 -2.993 -4.527
H -7.977 -4.445 -5.056
H -8.680 -3.476 -3.767
H -6.109 -5.154 -3.620
H -7.632 -5.545 -2.888
H -6.173 -4.801 -1.195
H -7.498 -3.653 -1.336
H -5.012 -3.145 -3.924
H -4.090 -4.107 -2.732
H -3.835 -2.350 -2.860
H -5.612 -0.933 -2.646
H -7.177 -1.761 -2.812
H -7.576 -1.591 -0.394
H -6.913 -0.013 -0.796
H -5.664 -1.496 1.101
H -4.695 -0.639 -0.085
H -5.186 -3.583 0.087
H -3.870 -2.709 -0.699
*
```

The value obtained for the frontier orbital gap is 4.81 eV. The LUMO energy comes out at -0.030 Ha. The HOMO energy comes out at -5.6 eV.

***

Ordered largest force on an atom results: 2.70; 2.91; 7.95; 0.95; 1.94; unit eV/A.